# 1
# C7H12O

An isolated molecule of C7H12O in a non-equilibrium geometry (wB97M-V/def2-TZVPD, the OMol25 dataset).

Structure (XYZ):
```
20
Properties=species:S:1:pos:R:3:forces:R:3:nbo_charge:R:1
O 0.9115 3.1179 1.7032 0.157 -0.103 -0.239 -0.518
C 1.1129 1.9440 1.8930 -0.984 0.811 0.504 0.442
C 0.0684 0.8769 1.6096 0.159 0.360 0.730 -0.509
C 0.2638 0.3375 0.1987 1.137 -0.483 -0.308 -0.389
C -0.8900 -0.5927 -0.2224 1.325 1.053 0.059 -0.422
C -1.5702 -1.5934 -2.3458 -0.496 1.305 0.253 -0.406
C -0.6040 -1.4358 -1.4403 -0.670 -0.929 0.103 0.029
C 0.6173 -2.3033 -1.3962 0.117 -0.483 -0.773 -0.662
H 2.0588 1.6623 2.3917 0.067 -0.430 -0.265 0.110
H -0.9567 1.2611 1.7138 0.389 0.466 -0.158 0.224
H 0.1556 0.1839 2.4629 0.138 -0.532 -0.700 0.211
H 1.2376 -0.2042 0.1361 -0.569 0.231 0.115 0.199
H 0.4005 1.2008 -0.4926 -0.415 -0.518 0.348 0.215
H -1.7393 0.0851 -0.3394 -0.348 -0.602 -0.049 0.217
H -1.0190 -1.2861 0.6248 -0.373 0.140 -0.267 0.210
H -1.8243 -2.3023 -3.1071 1.064 -0.630 -0.362 0.204
H -2.3143 -0.8160 -2.3480 -0.578 0.129 0.348 0.182
H 1.0670 -2.4272 -0.4185 -0.069 -0.014 0.230 0.211
H 0.3803 -3.2766 -1.8226 -0.145 -0.267 0.271 0.226
H 1.3954 -1.9689 -2.0833 0.095 0.493 0.161 0.228
```
Positions in Å, forces in eV/Å.

Summary:
E_LUMO   0.89 eV
Net charge   0
Structure (SMILES)   C=C(C)CCCC=O
Relative energy (zero: lowest compared OMol25 entry of this formula, charge and spin)   1.1892 eV
Kohn-Sham gap   10.14 eV
Spin multiplicity   1

---

# 2
# C5H8N

The ion C5H8N with charge +1 in a non-equilibrium geometry (wB97M-V/def2-TZVPD, the OMol25 dataset).

Structure (XYZ):
```
14
Properties=species:S:1:pos:R:3:forces:R:3:nbo_charge:R:1
C -0.2095 0.3027 -1.0263 -1.761 -0.009 -2.414 -0.030
C -1.2552 -0.0042 -1.8329 1.103 0.721 1.578 -0.297
C 1.0911 0.9263 -0.7269 0.731 0.715 -0.971 -0.409
C -0.2789 0.0426 1.6218 -1.396 1.393 -1.098 -0.191
C 0.2909 0.1581 0.2995 -0.421 0.985 -1.236 0.038
N 0.4780 -1.0610 1.0054 1.422 -2.891 3.695 -0.505
H -1.9988 -0.6378 -1.3317 -0.008 0.279 -0.697 0.211
H -1.4504 0.4320 -2.8349 0.421 -0.614 0.830 0.251
H 1.9624 0.4441 -1.1841 -0.275 -0.297 0.377 0.263
H 1.2821 2.0267 -0.7794 -0.657 -0.897 0.802 0.278
H 0.2611 0.4814 2.3678 1.103 1.133 2.106 0.230
H -1.3582 0.0098 1.7583 0.274 -0.546 -0.160 0.256
H 1.3096 -1.2366 1.6425 -0.802 0.164 -1.574 0.451
H -0.1241 -1.8840 1.0208 0.267 -0.135 -1.238 0.454
```
Positions in Å, forces in eV/Å.

Summary:
E_LUMO   -3.61 eV
Net charge   +1
Structure (SMILES)   C=C1C[C@@]12C[NH2+]2
Relative energy (zero: lowest compared OMol25 entry of this formula, charge and spin)   4.0392 eV
Kohn-Sham gap   10.60 eV
Spin multiplicity   1

---

# 3
# C16H16N2O7

An isolated molecule of C16H16N2O7 in a non-equilibrium geometry (wB97M-V/def2-TZVPD, the OMol25 dataset).

Structure (XYZ):
```
41
Properties=species:S:1:pos:R:3:forces:R:3:nbo_charge:R:1
O 4.8261 -2.5735 -3.7601 -1.112 -1.032 -0.905 -0.586
O -1.7906 3.1612 3.8197 1.917 -0.486 -0.752 -0.601
O -5.2905 -0.6262 -0.5744 -1.364 0.084 -0.464 -0.586
N -0.6115 -0.6107 -0.6325 1.764 0.012 -0.313 -0.399
O 2.5417 -1.5968 -2.2698 -0.700 -1.617 -0.887 -0.364
O -2.4086 1.1662 1.8513 -1.039 0.465 0.574 -0.390
O 3.5230 -3.9807 -4.9986 -0.609 0.283 0.621 -0.499
O 0.4525 2.9575 3.4399 -0.826 -0.921 -1.730 -0.494
C 3.7331 -3.0699 -4.0314 2.257 2.229 1.782 0.737
C -0.8379 2.6474 3.2164 -3.588 0.665 0.976 0.740
C -4.6429 0.0506 0.1888 -0.325 -1.805 -0.814 0.683
C 1.3110 -3.0807 -3.5218 -0.324 -0.061 0.577 -0.229
C -0.2318 1.0649 1.3385 0.292 0.002 -0.669 -0.229
C 0.4272 -2.4471 -2.6127 0.072 0.953 0.135 -0.270
C -0.9895 0.2418 0.4038 0.670 -0.010 1.126 -0.050
C 2.5597 -2.6119 -3.2444 -0.770 -0.507 -1.235 0.150
C -1.1582 1.6548 2.1622 2.897 -0.883 -0.824 0.135
C 1.2230 -1.5390 -1.9101 -2.069 -1.307 -0.291 0.238
C -2.2964 0.3227 0.8125 2.176 0.221 -0.714 0.502
C 0.6674 -0.7228 -0.8328 -0.670 0.320 -0.162 0.070
N -3.3041 -0.3378 0.1805 -0.618 1.354 1.799 -0.624
C 4.6597 -4.2171 -5.8216 1.116 0.583 -0.783 -0.266
C -5.2896 1.0671 1.0943 -0.008 0.533 -0.463 -0.715
C 0.6469 3.7459 5.6839 1.136 0.616 -0.151 -0.631
C 0.6678 4.1242 4.1970 0.718 0.533 1.783 -0.073
H 1.0677 -3.8209 -4.2847 0.225 0.278 0.389 0.248
H 0.8834 1.2344 1.3377 -1.661 -0.075 0.174 0.244
H -0.6788 -2.5684 -2.5082 1.393 0.196 -0.029 0.253
H 1.3500 -0.1913 -0.1971 0.550 0.240 0.188 0.172
H -3.0708 -1.1447 -0.4082 -0.086 0.787 0.278 0.455
H 4.8975 -3.2762 -6.3800 0.028 -0.707 0.610 0.194
H 5.5379 -4.5315 -5.2188 -0.609 0.247 -0.407 0.206
H 4.4226 -4.9687 -6.5866 -0.273 0.088 0.618 0.200
H -4.9463 0.9646 2.1023 0.360 0.074 0.603 0.244
H -5.0798 2.0921 0.7502 0.101 -0.321 0.171 0.245
H -6.3834 0.9350 1.0891 0.586 -0.195 -0.309 0.252
H -0.2427 3.2313 5.9873 -0.457 -0.426 -0.170 0.229
H 1.5479 3.1563 5.9164 -0.440 0.034 0.017 0.206
H 0.6827 4.6460 6.2951 0.144 0.167 0.011 0.212
H -0.0288 4.9289 4.0156 -0.618 -0.171 -0.405 0.199
H 1.6534 4.5231 3.9112 -0.238 -0.441 0.042 0.190
```
Positions in Å, forces in eV/Å.

Summary:
E_LUMO   -0.62 eV
Net charge   0
Structure (SMILES)   CCOC(=O)c1cc(/N=C/c2ccc(C(=O)OC)o2)c(NC(C)=O)o1
Relative energy (zero: lowest compared OMol25 entry of this formula, charge and spin)   0.0000 eV
Kohn-Sham gap   7.33 eV
Spin multiplicity   1

---

# 4
# C20H29ClN2O4P

A cluster of 2 separate species, C20H29ClN2O4P in total in a non-equilibrium geometry (wB97M-V/def2-TZVPD, the OMol25 dataset).

Structure (XYZ):
```
57
Properties=species:S:1:pos:R:3:forces:R:3:nbo_charge:R:1
N -0.9674 -1.4666 -2.4977 -0.114 -0.210 0.491 -0.839
C -1.0782 -0.2679 -1.6251 -0.773 -0.709 0.707 -0.228
C -2.2891 0.6608 -1.9384 0.711 1.163 -0.188 -0.123
C -2.1449 2.0044 -2.1571 -0.329 -0.528 0.057 -0.037
Cl -0.5572 2.8535 -2.1662 -1.484 -0.796 -0.071 0.004
C -3.3787 2.9449 -2.4243 -0.442 -0.606 1.012 0.529
O -3.3239 3.9031 -3.1418 0.151 -0.314 0.363 -0.463
C -4.6657 2.5394 -1.6314 -0.580 -1.126 0.587 -0.117
C -5.6480 3.5029 -1.1505 -0.394 -2.688 0.359 -0.158
C -6.7938 2.9474 -0.4116 1.081 -0.840 -0.445 -0.196
C -6.9497 1.5172 -0.1378 1.617 0.044 -1.021 -0.171
C -5.9650 0.5351 -0.6353 1.307 2.539 -1.819 -0.373
P -6.2021 -1.2892 -0.2642 -2.058 -1.368 2.224 1.283
O -4.7219 -2.0237 0.0475 -0.067 0.776 -1.239 -0.995
O -6.9546 -2.0320 -1.6024 1.496 2.228 0.465 -0.943
C -4.8350 1.0912 -1.3952 -0.692 0.986 0.554 -0.108
C -3.7585 0.1183 -1.9882 -0.007 1.414 0.447 0.569
O -4.0694 -0.9396 -2.4711 0.404 0.309 0.290 -0.496
H -0.7996 -2.2583 -1.8663 -0.087 0.267 -0.571 0.349
H -1.8480 -1.6979 -2.9622 0.197 0.310 0.200 0.391
H -0.0823 0.2394 -1.6194 -1.108 0.152 -0.199 0.197
H -1.2393 -0.6488 -0.5664 -0.010 0.678 -0.845 0.182
H -5.5319 4.5993 -1.3332 -0.134 -1.230 0.166 0.256
H -7.5769 3.6481 -0.0279 0.860 -0.770 -0.389 0.239
H -7.8112 1.1164 0.4542 0.855 0.631 -0.601 0.247
H -4.8151 -2.7218 0.7173 -0.407 0.529 -0.309 0.513
H -7.1129 -1.2807 -2.2143 0.078 -0.875 -0.154 0.491
C 5.3306 1.1150 3.2655 -0.033 0.003 0.037 -0.615
C 4.0759 0.3058 3.5729 0.138 0.109 0.002 -0.406
C 4.1776 -1.1679 3.1784 -0.322 0.176 0.209 -0.431
C 4.2846 -1.5186 1.6968 -0.022 -0.140 0.309 -0.209
N 3.1005 -1.1264 0.8142 -0.263 -0.230 -0.434 -0.218
C 3.2469 0.2790 0.2506 0.217 0.127 0.055 -0.216
C 4.1056 0.1103 -0.9832 0.195 0.094 -0.039 -0.424
C 3.5532 -1.1538 -1.6131 -0.095 -0.079 -0.484 -0.436
C 3.0934 -2.0231 -0.4514 -0.022 0.012 0.048 -0.204
C 1.7818 -1.2783 1.5215 0.379 0.015 -0.007 -0.404
H 5.6109 1.0598 2.2106 0.051 0.047 0.002 0.187
H 5.1708 2.1640 3.5163 0.080 -0.023 -0.045 0.232
H 6.1757 0.7552 3.8567 -0.023 0.013 -0.085 0.223
H 3.2089 0.7819 3.1064 -0.034 -0.021 0.038 0.184
H 3.8956 0.3540 4.6499 -0.065 -0.056 -0.080 0.233
H 3.3354 -1.7106 3.6171 0.053 -0.037 -0.064 0.218
H 5.0647 -1.5857 3.6665 -0.002 -0.046 -0.209 0.245
H 4.3639 -2.6049 1.6324 -0.046 0.097 -0.091 0.226
H 5.1857 -1.0981 1.2486 -0.159 0.055 -0.114 0.228
H 2.2467 0.6280 -0.0143 0.045 -0.045 0.065 0.226
H 3.6873 0.9421 0.9907 -0.151 -0.106 0.129 0.243
H 5.1575 -0.0160 -0.7160 -0.041 0.068 0.032 0.216
H 4.0394 0.9653 -1.6563 -0.017 0.008 0.152 0.258
H 4.2903 -1.6607 -2.2350 -0.062 -0.024 0.057 0.248
H 2.7002 -0.9166 -2.2531 0.058 -0.001 0.037 0.236
H 3.7430 -2.8797 -0.2844 -0.062 0.101 0.155 0.231
H 2.0774 -2.3800 -0.6168 0.076 -0.007 0.219 0.230
H 1.7275 -0.5664 2.3411 0.018 -0.111 0.013 0.235
H 1.7070 -2.3029 1.8838 -0.071 0.092 0.035 0.232
H 0.9825 -1.0653 0.8126 0.109 -0.058 -0.013 0.229
```
Positions in Å, forces in eV/Å.

Summary:
E_LUMO   -3.00 eV
Net charge   +1
Kohn-Sham gap   7.10 eV
Spin multiplicity   1

---

# 5
# C28H21BrCaGeN2O

A structure of composition C28H21BrCaGeN2O in a non-equilibrium geometry (wB97M-V/def2-TZVPD, the OMol25 dataset).

Structure (XYZ):
```
55
Properties=species:S:1:pos:R:3:forces:R:3:nbo_charge:R:1
Ca 0.2345 0.2356 -0.2060 0.024 -0.307 0.326 1.814
Br 0.6003 0.5709 -7.8011 0.027 -0.008 -0.046 0.115
C 0.2344 0.6498 -5.9584 0.051 -0.034 0.130 -0.150
C -0.9273 1.2811 -5.5066 -0.032 0.052 0.024 -0.131
C -1.2168 1.3432 -4.1609 0.023 -0.096 -0.090 -0.286
C -0.3737 0.7563 -3.2108 -0.081 -0.074 0.274 0.385
O -0.7013 0.7781 -1.9301 0.021 0.204 -0.629 -0.980
C 0.8262 0.1446 -3.6626 0.159 -0.025 -0.039 -0.174
C 1.8536 -0.4242 -2.8282 -0.078 0.031 -0.112 0.212
N 1.8512 -0.5770 -1.5418 0.324 -0.052 0.159 -0.686
C 2.9736 -1.1512 -0.8586 -0.151 0.041 -0.157 0.089
C 4.0105 -1.7873 -1.4911 0.022 -0.106 0.061 -0.183
C 5.0780 -2.3666 -0.7777 -0.048 0.035 -0.069 -0.171
C 5.0985 -2.3219 0.5817 -0.040 -0.006 0.053 -0.165
C 4.0538 -1.6703 1.2785 0.091 -0.044 0.005 -0.106
C 4.0593 -1.5882 2.6871 0.016 0.005 0.017 -0.060
C 3.0757 -0.8985 3.3341 0.008 -0.005 -0.043 -0.276
C 2.0749 -0.3033 2.5596 -0.125 0.075 0.085 0.080
N 1.9945 -0.3807 1.2447 0.528 -0.331 -0.041 -0.643
C 2.9872 -1.0687 0.5726 0.014 0.137 -0.122 0.212
C 1.1030 0.1057 -5.0462 -0.082 0.094 -0.108 -0.156
H -1.6025 1.7280 -6.2242 0.010 0.003 -0.009 0.241
H -2.1136 1.8374 -3.8123 -0.017 -0.016 0.004 0.224
H 2.7312 -0.7376 -3.3915 -0.017 -0.001 -0.017 0.184
H 4.0214 -1.8781 -2.5675 0.009 -0.021 0.001 0.225
H 5.8742 -2.8514 -1.3248 -0.005 -0.016 0.001 0.245
H 5.9044 -2.7745 1.1439 0.001 0.010 0.012 0.238
H 4.8578 -2.0679 3.2395 0.017 0.013 -0.013 0.242
H 3.0577 -0.8008 4.4095 0.004 0.019 0.003 0.245
H 1.3020 0.2725 3.0593 -0.045 -0.040 -0.013 0.189
H 2.0178 -0.3615 -5.3880 0.001 0.000 -0.026 0.229
Ge -1.8549 1.7236 1.5965 -1.449 0.797 0.944 1.375
C -1.4599 0.5864 3.0297 0.528 -0.186 -0.131 -0.586
C -1.0871 1.2357 4.2222 0.024 -0.121 -0.011 -0.154
C -0.9145 0.4901 5.3761 0.027 0.075 -0.044 -0.201
C -1.0612 -0.8904 5.3328 0.000 -0.069 0.034 -0.107
C -1.3983 -1.5457 4.1489 0.033 0.020 -0.016 -0.214
C -1.5920 -0.8144 2.9953 -0.102 0.038 0.034 -0.122
C -3.0819 1.4235 0.2353 0.217 -0.109 -0.357 -0.557
C -3.7180 2.5972 -0.2148 -0.010 -0.089 -0.098 -0.141
C -4.8522 2.4913 -1.0005 0.092 0.077 0.007 -0.202
C -5.3086 1.2380 -1.3819 -0.040 -0.067 -0.034 -0.090
C -4.6448 0.0724 -0.9922 0.027 0.018 -0.034 -0.213
C -3.5283 0.1586 -0.1932 -0.074 0.031 0.089 -0.095
H -1.5764 3.1913 1.8856 0.172 0.030 -0.077 -0.091
H -0.9556 2.3108 4.2541 -0.001 0.003 -0.015 0.240
H -0.6599 0.9817 6.3050 0.001 0.002 -0.002 0.255
H -0.9102 -1.4693 6.2347 -0.024 0.001 0.003 0.251
H -1.5190 -2.6202 4.1405 0.017 -0.004 -0.009 0.251
H -1.8793 -1.3308 2.0864 -0.040 0.019 0.001 0.206
H -3.3430 3.5764 0.0574 -0.004 -0.002 0.030 0.239
H -5.3685 3.3830 -1.3278 -0.004 0.001 0.008 0.254
H -6.1918 1.1605 -2.0026 0.001 -0.002 -0.003 0.250
H -5.0116 -0.8918 -1.3154 0.009 -0.003 -0.007 0.250
H -3.0231 -0.7517 0.1064 -0.030 0.006 0.063 0.200
```
Positions in Å, forces in eV/Å.

Summary:
E_LUMO   -8.76 eV
Net charge   +2
Relative energy (zero: lowest compared OMol25 entry of this formula, charge and spin)   0.2054 eV
Kohn-Sham gap   3.79 eV
Spin multiplicity   1

---

# 6
# C5H6NO2

The ion C5H6NO2 with charge -1 in a non-equilibrium geometry (wB97M-V/def2-TZVPD, the OMol25 dataset).

Structure (XYZ):
```
14
Properties=species:S:1:pos:R:3:forces:R:3:nbo_charge:R:1
C 1.5322 -0.5106 -0.2325 0.004 -0.250 -0.048 -0.200
C 1.4667 0.8684 0.0754 0.670 0.154 0.204 -0.499
C 0.4312 -1.2965 -0.2090 -0.126 -0.164 -0.144 -0.367
C 0.2250 1.4772 0.0479 -0.530 0.200 0.190 0.017
C -0.8120 -0.7985 0.4283 0.259 1.790 0.459 0.224
N -0.8895 0.7878 0.1443 0.530 -1.889 0.058 -0.041
O -2.0938 1.1434 -0.2804 -0.437 0.502 -0.032 -0.696
O -2.0084 -1.2752 -0.0380 -0.246 0.182 -0.284 -0.774
H 2.4747 -0.9110 -0.5978 0.001 -0.059 0.011 0.181
H 2.3641 1.4695 0.1223 -0.036 0.068 -0.079 0.187
H 0.4036 -2.2845 -0.6439 0.039 -0.154 -0.045 0.189
H 0.1155 2.5474 -0.0852 -0.124 0.013 -0.066 0.182
H -0.7709 -0.8583 1.5432 -0.010 -0.005 -0.272 0.106
H -2.4384 -0.3592 -0.2747 0.006 -0.389 0.046 0.491
```
Positions in Å, forces in eV/Å.

Summary:
E_LUMO   4.41 eV
Net charge   -1
Structure (SMILES)   [O-]N1C=CC=C[C@@H]1O
Relative energy (zero: lowest compared OMol25 entry of this formula, charge and spin)   1.4644 eV
Kohn-Sham gap   6.42 eV
Spin multiplicity   1